1.
75
Properties=species:S:1:pos:R:3:forces:R:3:lowdin_charge:R:1 method="wB97M-V/def2-TZVPD" spin_multiplicity=1 e_homo_ev=-5.5 relative_energy_kj_mol=886.95 total_charge=-1 lumo_energy_ev=0.744 molar_mass_g_mol=805.9 homo_lumo_gap_ev=6.2158 e_tot_ev=-259776.654
C 4.72954 -4.91590 3.65463 -0.224 0.015 -0.099 -0.20
C 3.74718 -3.65421 4.03411 0.524 0.655 -0.955 -0.74
Br 2.44575 -4.37661 5.42820 0.602 0.801 -0.411 0.54
C 2.87085 -3.10746 2.72006 1.482 -0.699 0.256 -0.81
Br 2.05914 -1.30810 3.14055 0.667 -0.858 -0.243 0.52
Ga 1.44380 -4.59093 2.34709 0.958 -0.411 -0.106 -0.24
I 0.87039 -4.81086 -0.24875 0.127 0.119 0.415 0.11
P -0.60268 -4.24380 3.42101 -1.302 3.243 1.502 0.50
O -0.90568 -2.74932 3.83575 0.544 -3.004 -0.682 -0.66
H 4.47450 -5.84185 4.35866 0.726 2.139 -1.613 0.06
H 5.86668 -4.58673 3.79090 -2.496 -0.790 -0.428 0.08
H 4.48730 -5.24524 2.53985 0.756 0.715 2.391 0.07
H 4.30498 -2.76432 4.58477 -1.206 -2.019 -1.186 0.09
H 3.55832 -2.95183 1.76337 -1.205 -0.226 2.279 0.07
H 2.12043 -5.97051 2.89147 -0.376 0.344 -0.502 -0.07
H -0.58183 -5.05541 4.64095 -0.237 0.063 -0.955 -0.06
H -1.74821 -4.73264 2.65688 0.720 -0.211 0.493 -0.04
O -5.76522 -0.30972 0.56681 0.598 -3.919 2.485 -0.34
P -4.23443 -0.54080 0.53817 -0.188 7.256 -4.966 0.77
N -3.95483 1.03326 1.17593 0.225 1.510 1.464 -0.32
C -2.92924 1.99527 0.80614 0.281 -0.145 -0.121 -0.14
C -4.32554 1.19019 2.58595 -0.449 -0.254 0.040 -0.15
N -4.18923 -0.43280 -1.19345 -0.385 -0.428 -1.080 -0.33
C -3.39132 0.51084 -1.96082 0.667 -0.517 -0.021 -0.15
C -5.45062 -0.64861 -1.92495 0.012 -0.310 0.601 -0.15
N -2.47467 -0.80646 0.50523 -1.345 -3.377 1.089 -0.26
C -2.14536 -2.08501 -0.18238 0.472 -0.281 -0.861 -0.14
C -1.85289 -0.95700 1.83914 0.221 0.455 0.580 -0.15
H -1.91599 1.68376 1.07180 0.248 0.017 -0.001 0.06
H -3.09696 2.96616 1.29204 -0.227 -0.335 0.178 0.08
H -2.94294 2.23419 -0.25378 -0.008 -0.249 -0.043 0.04
H -3.67141 0.60938 3.24396 0.059 0.111 0.242 0.06
H -5.34785 0.84886 2.76210 0.017 -0.088 -0.146 0.07
H -4.28957 2.23355 2.91827 0.106 -0.075 -0.285 0.07
H -3.85502 1.50360 -1.98688 -0.015 0.102 0.004 0.08
H -3.28966 0.17347 -3.00080 -0.166 -0.056 0.081 0.08
H -2.36467 0.59222 -1.59672 -0.263 -0.021 0.188 0.05
H -6.10146 0.23186 -1.86257 -0.104 -0.063 0.005 0.08
H -5.98842 -1.51772 -1.52913 0.059 0.385 0.020 0.07
H -5.27128 -0.86528 -2.98218 0.364 0.117 0.045 0.07
H -2.62271 -2.93532 0.31404 0.279 -0.068 0.057 0.08
H -1.06092 -2.25081 -0.20101 -0.220 0.129 0.321 0.03
H -2.45687 -2.09824 -1.23019 -0.158 0.251 0.292 0.07
H -2.38761 -1.69583 2.44584 0.471 0.074 -0.043 0.07
H -1.81716 -0.01926 2.39427 -0.265 0.068 -0.131 0.07
H -0.80415 -1.26759 1.75611 -0.397 -0.144 -0.154 0.05
O 2.79251 0.21501 -2.28368 3.701 0.819 2.952 -0.30
P 2.73499 1.72487 -1.94524 -7.250 -0.861 -5.715 0.77
N 1.10050 1.57678 -1.42648 -1.274 -0.181 1.235 -0.31
C -0.01174 2.48509 -1.65442 0.007 0.306 -0.121 -0.12
C 0.92989 0.85954 -0.15894 0.297 -0.569 -0.006 -0.13
N 2.72621 2.16310 -3.62456 0.679 0.120 -0.934 -0.33
C 1.69873 2.95152 -4.28687 0.279 0.756 0.148 -0.16
C 3.21795 1.16707 -4.59351 0.283 -0.170 0.583 -0.15
N 2.66886 3.46057 -1.55619 3.641 -0.494 1.347 -0.27
C 3.90292 4.15359 -2.01746 0.230 0.600 -0.682 -0.15
C 2.61905 3.76237 -0.10876 -0.611 0.013 0.563 -0.14
H 0.08830 3.44312 -1.13823 -0.069 0.290 0.067 0.07
H -0.96201 2.04626 -1.32086 0.514 -0.136 0.157 0.05
H -0.17883 2.68483 -2.70935 0.237 0.079 -0.005 0.05
H 1.33713 1.42552 0.68488 -0.126 -0.038 0.282 0.06
H 1.44474 -0.10330 -0.18179 0.074 0.072 -0.061 0.07
H -0.12011 0.64007 0.06388 0.087 0.161 -0.255 0.06
H 0.81350 2.34803 -4.51797 -0.042 0.000 0.013 0.08
H 2.07394 3.35332 -5.23740 0.094 -0.194 0.036 0.07
H 1.40503 3.83315 -3.71269 -0.047 -0.273 0.153 0.07
H 2.47237 0.38224 -4.76920 0.105 -0.061 0.012 0.08
H 4.14643 0.70363 -4.24078 -0.399 -0.020 -0.007 0.07
H 3.46136 1.62709 -5.55579 -0.192 0.320 0.119 0.07
H 4.79555 3.72084 -1.55563 0.054 0.216 0.086 0.08
H 3.86412 5.22316 -1.77587 -0.141 -0.244 0.236 0.08
H 4.03794 4.10777 -3.10133 -0.246 -0.292 0.241 0.07
H 3.40634 3.22977 0.43563 -0.038 0.224 0.100 0.09
H 1.65907 3.50719 0.34081 0.054 -0.267 -0.231 0.06
H 2.73281 4.83738 0.07730 0.152 -0.200 -0.307 0.08

=====

2.
101
Properties=species:S:1:pos:R:3:forces:R:3:lowdin_charge:R:1 method="wB97M-V/def2-TZVPD" spin_multiplicity=1 e_homo_ev=-9.1 total_charge=0 lumo_energy_ev=-0.612 molar_mass_g_mol=922.7 homo_lumo_gap_ev=8.4630 e_tot_ev=-121032.011
C -2.22380 -0.20350 -2.29033 -0.087 -0.349 0.675 -0.08
C -2.20016 0.01292 -0.75295 -0.267 0.283 -0.833 -0.22
C -2.16488 1.50125 -0.33686 0.055 -1.140 0.263 -0.19
C -0.87621 1.98551 0.31372 -0.809 0.434 0.024 -0.23
N 0.24280 2.37071 -0.61664 -0.363 -1.818 -0.431 -0.27
P -0.16405 3.53762 -1.82025 -1.866 2.961 0.045 0.16
O -0.62650 2.88807 -3.20490 0.997 -0.270 0.347 -0.17
O 1.16536 4.37652 -2.14513 0.424 -1.561 -0.054 -0.17
S -1.52068 4.75426 -1.22251 0.620 -0.397 0.414 0.44
S 1.19875 1.13203 -1.15277 1.708 0.705 -0.846 0.54
O 0.94917 0.68281 -2.46762 -1.357 -0.507 -0.517 -0.23
O 2.54090 1.53509 -0.96920 1.064 0.434 0.963 -0.25
F 0.99370 -0.08477 -0.19306 -0.620 0.463 0.235 -0.13
H -2.18336 0.73845 -2.82158 0.179 0.083 -0.246 0.06
H -3.14671 -0.70523 -2.55639 -0.173 -0.023 -0.186 0.04
H -1.43037 -0.87284 -2.60335 0.267 0.129 -0.229 0.06
H -3.12991 -0.39991 -0.39015 -0.095 -0.109 0.315 0.06
H -1.41737 -0.59085 -0.30272 0.153 0.075 0.215 0.08
H -2.48440 2.10233 -1.18106 0.115 0.336 0.014 0.06
H -2.93736 1.62311 0.41903 -0.047 0.263 0.187 0.12
H -1.10775 2.87513 0.88479 0.243 0.312 -0.030 0.09
H -0.50214 1.25318 1.02120 0.214 -0.119 -0.037 0.11
H 0.12591 2.83537 -3.81466 -0.265 -0.325 -0.169 0.09
H 1.93481 3.79429 -2.28088 0.210 0.343 0.090 0.08
C 3.38709 -1.58885 -2.09640 -0.125 0.194 -0.235 0.03
N 3.94886 -2.84580 -2.65765 -0.034 0.009 0.065 -0.44
O 3.54713 -3.21323 -3.74042 0.069 -0.030 0.011 0.08
O 4.77893 -3.42166 -1.98172 -0.055 -0.023 0.022 0.06
H 2.66609 -1.18689 -2.79720 -0.037 -0.086 -0.048 0.08
H 2.91278 -1.83444 -1.15059 0.089 -0.036 0.042 0.09
H 4.21449 -0.90078 -1.95271 0.042 -0.065 0.146 0.08
C -5.05836 -4.02481 0.79709 0.039 0.349 0.225 0.02
N -4.61176 -2.71900 0.25061 0.046 -0.107 0.180 -0.41
O -3.81104 -2.73134 -0.65727 -0.017 0.016 -0.046 0.08
O -5.08296 -1.71068 0.75002 0.037 -0.082 -0.019 0.04
H -4.55690 -4.80675 0.25761 0.158 0.071 -0.085 0.07
H -4.79365 -4.04826 1.84628 -0.110 0.104 0.045 0.08
H -6.12997 -4.08143 0.66275 -0.038 0.056 0.002 0.08
C 5.38952 -0.85638 1.00588 -0.191 -0.279 -0.014 0.03
N 6.56602 -0.73450 0.10430 -0.178 -0.042 0.087 -0.41
O 7.67011 -0.78589 0.58899 0.040 0.007 -0.116 0.10
O 6.32402 -0.58261 -1.08165 0.135 0.065 -0.042 0.02
H 5.73100 -0.98179 2.01885 0.131 -0.036 0.016 0.06
H 4.80956 0.05687 0.90110 -0.023 -0.020 -0.062 0.10
H 4.82162 -1.72362 0.67544 0.013 0.067 -0.195 0.09
C 7.53050 1.86373 -2.42072 0.059 -0.084 -0.132 0.03
N 7.78717 3.31854 -2.60853 0.022 -0.082 -0.059 -0.45
O 8.24784 3.68002 -3.67151 -0.017 0.054 0.042 0.06
O 7.51396 4.04723 -1.67693 -0.003 0.015 -0.021 0.06
H 7.81803 1.34115 -3.32468 0.027 0.055 -0.031 0.10
H 8.12494 1.53120 -1.57576 -0.095 0.023 0.080 0.09
H 6.47120 1.74118 -2.22273 0.019 0.028 0.133 0.09
C -6.59952 0.04133 -1.48435 -0.032 0.229 0.180 0.05
N -5.84737 -0.20363 -2.74300 -0.072 0.066 0.050 -0.45
O -5.46656 0.75989 -3.37413 0.031 -0.068 -0.045 0.06
O -5.66498 -1.36387 -3.05440 0.010 0.015 -0.027 0.05
H -6.68707 1.11197 -1.33669 0.050 0.033 -0.097 0.09
H -7.57757 -0.41726 -1.59789 0.046 -0.105 0.008 0.10
H -6.04390 -0.42149 -0.66969 -0.078 -0.032 -0.153 0.07
C 1.66059 -1.50467 2.95986 0.139 -0.169 -0.036 0.05
N 2.17043 -0.31092 3.68621 0.061 0.042 0.039 -0.43
O 3.32837 -0.30911 4.04014 0.046 -0.019 -0.015 0.08
O 1.38410 0.59626 3.87980 -0.068 -0.196 -0.120 0.05
H 2.46913 -2.22067 2.86528 0.048 0.053 0.049 0.10
H 0.84238 -1.91315 3.54346 -0.104 0.085 -0.042 0.10
H 1.31471 -1.17470 1.98675 -0.144 0.033 0.021 0.08
C 6.07453 2.20064 4.87175 -0.126 0.109 -0.116 0.05
N 6.66028 0.93101 4.35850 -0.092 0.132 -0.007 -0.43
O 6.30665 0.55082 3.25706 0.159 0.204 0.319 0.03
O 7.44932 0.35984 5.07477 -0.012 -0.059 -0.024 0.09
H 5.39154 2.59226 4.12812 0.003 -0.054 -0.034 0.09
H 5.55292 1.96915 5.79496 0.081 -0.003 0.049 0.10
H 6.89476 2.88922 5.04905 0.028 -0.053 0.095 0.10
C -5.31292 5.47209 -3.87624 0.117 0.067 -0.123 0.05
N -5.11181 4.51710 -2.75328 0.060 -0.084 -0.056 -0.44
O -4.01549 4.01836 -2.63161 -0.282 -0.129 -0.083 -0.01
O -6.06948 4.30724 -2.03403 -0.003 0.002 0.024 0.05
H -4.38250 5.55903 -4.42429 0.040 -0.051 0.054 0.09
H -6.10156 5.07245 -4.50615 -0.077 0.030 0.072 0.10
H -5.60299 6.42567 -3.44587 -0.104 -0.035 0.014 0.10
C -6.53933 -6.92631 -2.44145 0.147 -0.152 -0.078 0.06
N -6.45167 -6.07880 -1.22145 0.087 -0.330 -0.194 -0.43
O -5.71795 -6.45245 -0.32469 -0.350 -0.357 -0.178 0.04
O -7.12272 -5.07208 -1.20923 -0.097 0.050 0.093 0.08
H -5.89211 -7.78501 -2.31164 0.022 0.023 0.073 0.09
H -7.57551 -7.23069 -2.55124 -0.031 0.108 -0.037 0.10
H -6.21953 -6.31916 -3.28315 -0.105 0.059 0.002 0.11
C -0.87093 -5.03290 2.63637 0.185 -0.047 -0.049 0.05
N -1.59542 -3.82238 2.15831 0.105 -0.088 -0.001 -0.43
O -1.00610 -3.06749 1.41376 -0.027 0.070 0.085 0.07
O -2.73376 -3.67847 2.55351 0.212 0.093 0.016 0.06
H 0.12399 -5.03199 2.20714 -0.022 0.052 -0.051 0.09
H -0.82987 -4.98191 3.72051 -0.123 -0.042 0.003 0.10
H -1.43454 -5.90114 2.30916 -0.072 0.011 0.083 0.10
C 1.11278 3.44780 4.67031 0.149 0.005 -0.018 0.03
N 1.65871 4.62931 5.39424 -0.034 -0.043 -0.049 -0.45
O 2.82568 4.59097 5.73273 -0.011 0.038 0.008 0.05
O 0.89886 5.55105 5.59713 0.048 0.005 0.031 0.07
H 1.89758 2.71478 4.56509 0.059 0.030 0.054 0.06
H 0.29074 3.05369 5.25961 -0.065 0.070 -0.038 0.10
H 0.76762 3.79124 3.69931 -0.104 0.055 0.051 0.10

=====

3.
78
Properties=species:S:1:pos:R:3:forces:R:3:lowdin_charge:R:1 method="wB97M-V/def2-TZVPD" spin_multiplicity=1 e_homo_ev=-10.2 smiles="CCOS(C)(=O)=O.CCOS(C)(=O)=O.CCOS(C)(=O)=O.CCOS(C)(=O)=O.CO.CO.CO" relative_energy_kj_mol=0.00 total_charge=0 lumo_energy_ev=0.200 molar_mass_g_mol=592.8 homo_lumo_gap_ev=10.4152 e_tot_ev=-90319.025
C -6.07860 1.44815 8.75427 -0.566 -0.589 0.432 -0.06
C -6.81807 2.57419 9.43521 0.311 0.572 -0.595 -0.25
O -6.20381 2.87947 10.71252 -0.230 -0.067 0.192 -0.26
S -7.12801 2.79643 12.00232 -0.148 -0.198 -0.347 0.55
C -7.25597 1.04366 12.18205 -0.029 0.325 0.083 -0.12
O -6.36215 3.31662 13.07639 0.455 0.128 0.297 -0.26
O -8.40507 3.35514 11.70010 -0.296 -0.018 -0.085 -0.27
H -6.35113 0.47277 9.16898 0.041 0.076 0.110 0.08
H -5.00698 1.55508 8.88632 0.048 0.146 -0.303 0.05
H -6.39288 1.41747 7.71101 0.336 0.094 -0.111 0.09
H -6.70710 3.48254 8.83896 -0.017 0.026 0.121 0.12
H -7.88948 2.40784 9.52961 0.023 -0.140 0.222 0.11
H -6.23066 0.70503 12.31182 -0.064 -0.270 -0.016 0.06
H -7.73090 0.63543 11.29362 0.075 -0.095 -0.036 0.07
H -7.87311 0.84648 13.05549 0.066 -0.016 0.058 0.08
C -1.80011 -3.36056 10.85045 0.139 -0.509 -0.036 -0.06
C -1.28508 -2.15234 10.12797 -0.528 0.630 0.168 -0.27
O 0.07800 -1.91072 10.54068 -0.049 -0.010 -0.011 -0.25
S 0.83538 -0.67318 9.90110 0.057 -0.274 -0.602 0.57
C 1.12629 -1.24408 8.22972 -0.332 0.650 0.743 -0.10
O -0.04173 0.45581 9.83997 -0.299 0.187 0.041 -0.28
O 2.06082 -0.57942 10.60855 0.413 -0.059 0.265 -0.26
H -2.79524 -3.58269 10.46326 -0.017 -0.061 0.097 0.09
H -1.86266 -3.20480 11.92659 -0.039 0.206 -0.016 0.07
H -1.15763 -4.23009 10.69626 -0.058 0.017 -0.131 0.08
H -1.35286 -2.25189 9.04162 0.241 -0.223 -0.009 0.12
H -1.90450 -1.29644 10.40551 0.175 0.068 0.000 0.09
H 0.24814 -0.93785 7.66678 0.020 -0.354 -0.184 0.04
H 1.29011 -2.31334 8.29432 0.130 -0.038 -0.298 0.08
H 1.97582 -0.67894 7.85693 0.128 -0.180 -0.038 0.08
C -2.45171 1.36886 7.86026 -0.398 -0.499 -0.352 -0.07
C -1.36611 1.96873 6.99750 -0.205 0.178 0.825 -0.24
O -0.74638 0.86606 6.29762 0.212 0.090 -0.266 -0.28
S 0.26479 1.19954 5.10829 -0.563 0.005 0.136 0.56
C -0.78225 0.89447 3.71011 0.451 -0.155 0.396 -0.11
O 0.58814 2.58740 5.15244 0.138 0.234 -0.015 -0.27
O 1.27977 0.20404 5.17312 0.129 -0.222 -0.081 -0.27
H -2.79613 2.04911 8.63643 0.117 0.191 -0.094 0.07
H -2.09883 0.46223 8.35036 0.164 0.121 0.092 0.06
H -3.30901 1.07770 7.24728 -0.004 0.079 0.032 0.08
H -1.76583 2.70226 6.29877 0.081 -0.051 -0.124 0.12
H -0.63013 2.45409 7.63737 0.176 -0.040 -0.207 0.12
H -0.14306 0.97002 2.83401 -0.128 0.051 -0.097 0.08
H -1.57145 1.63900 3.71799 -0.049 0.005 -0.111 0.07
H -1.16281 -0.11573 3.83379 -0.093 0.009 -0.154 0.07
C -6.79542 -2.34810 13.31003 -0.317 -0.233 -0.592 -0.06
C -8.15095 -2.82480 12.80837 0.398 0.768 0.315 -0.27
O -7.98827 -3.25186 11.44673 -0.033 -0.379 0.055 -0.25
S -9.18963 -4.07272 10.79447 0.505 -0.016 0.230 0.56
C -9.09154 -5.62412 11.65426 0.151 0.436 -0.645 -0.11
O -10.40464 -3.40847 11.12428 -0.438 0.060 0.030 -0.27
O -8.78047 -4.28799 9.45097 -0.081 0.004 -0.283 -0.26
H -6.96094 -1.88087 14.27952 0.367 -0.061 0.093 0.09
H -6.37085 -1.63033 12.60746 -0.107 0.161 0.107 0.06
H -6.08579 -3.17394 13.34119 -0.085 -0.059 0.345 0.07
H -8.52832 -3.62181 13.44943 -0.064 -0.119 -0.150 0.11
H -8.85185 -1.98873 12.84169 -0.164 -0.169 -0.110 0.12
H -9.71944 -6.31100 11.09298 -0.163 -0.021 0.171 0.08
H -9.41907 -5.48058 12.67573 0.021 -0.235 0.104 0.06
H -8.05324 -5.92457 11.53910 0.004 -0.162 0.305 0.08
C -3.10036 1.09911 11.72003 -0.166 0.478 -0.206 -0.13
O -3.60087 -0.22928 11.75359 -0.020 -0.015 0.034 -0.13
H -3.91392 1.83487 11.70430 -0.009 -0.076 0.049 0.07
H -2.45502 1.33878 12.56790 0.055 -0.205 0.022 0.08
H -2.52234 1.23429 10.80736 0.104 -0.121 0.024 0.05
H -3.68445 -0.46348 12.68476 0.033 -0.008 0.183 0.03
C -3.51428 -2.06300 14.87888 0.203 -0.395 0.964 -0.14
O -3.54107 -0.66124 14.65579 -0.071 -0.214 -0.202 -0.12
H -4.07248 -2.57634 14.10400 0.071 0.163 -0.197 0.06
H -2.49941 -2.46830 14.94936 0.044 0.145 -0.414 0.09
H -3.96588 -2.32084 15.84499 -0.240 0.108 -0.133 0.08
H -3.06117 -0.24178 15.37481 0.013 0.154 -0.079 0.09
C -2.31562 3.47907 15.20344 0.485 -0.446 0.633 -0.16
O -1.15550 4.28334 15.04067 -0.083 0.104 -0.066 -0.12
H -2.78211 3.21546 14.25712 -0.250 0.168 0.040 0.07
H -2.02821 2.55176 15.72017 0.026 -0.056 -0.245 0.07
H -2.99885 3.96527 15.89996 -0.212 0.236 -0.378 0.08
H -0.94873 4.35543 14.10699 0.003 -0.017 0.007 0.07